87
Properties=species:S:1:pos:R:3:forces:R:3 method="wB97M-V/def2-TZVPD" total_energy_ha=-1794.48479 total_charge=+1 multiplicity=1 mol_weight_g_mol=533.70 largest_force_ev_per_a=4.73
C 0.533 2.129 4.999 -0.7 -0.4 0.5
C -0.258 2.220 3.572 -0.1 0.7 1.7
C -1.806 2.066 3.945 1.2 -1.7 -1.2
N -2.547 3.196 4.239 1.9 -1.0 -0.7
N -3.811 3.338 4.609 -0.5 -4.7 -0.1
C -4.404 2.089 4.686 -0.8 -0.3 0.1
C -3.858 0.711 4.382 3.4 1.9 -0.7
C -2.395 0.671 3.958 -3.6 2.2 1.5
F -1.698 -0.486 3.669 -1.5 3.2 0.7
H -0.217 1.770 5.796 1.3 0.5 -1.0
H 0.904 3.145 5.342 -0.4 -1.3 -0.6
H 1.386 1.381 4.970 -1.1 1.1 -0.2
H -0.015 3.268 3.169 -0.7 -1.7 0.1
H 0.135 1.391 2.907 -0.8 1.2 0.6
H -2.040 4.101 4.164 -0.4 -0.9 0.0
H -5.495 2.120 5.040 1.9 0.0 -0.7
H -4.513 -0.206 4.487 0.9 1.3 -0.1
C 3.881 -0.354 1.327 0.0 0.1 0.4
C 2.642 0.486 1.462 0.0 0.1 0.2
O 2.343 1.012 2.524 0.0 -0.1 -0.2
C 1.783 0.653 0.238 -0.1 0.2 0.5
H 4.402 -0.386 2.287 -0.1 0.0 -0.1
H 3.611 -1.372 1.041 0.0 0.1 -0.2
H 4.547 0.085 0.582 -0.1 -0.2 -0.1
H 1.420 -0.320 -0.098 0.1 0.1 -0.2
H 2.357 1.136 -0.555 -0.1 -0.2 -0.1
H 0.924 1.282 0.480 0.1 -0.1 -0.1
C 0.167 1.311 -4.377 0.3 0.2 0.3
C -0.274 0.356 -3.302 0.2 0.1 0.4
O 0.145 0.448 -2.161 -0.2 0.0 -0.4
C -1.254 -0.718 -3.691 0.0 -0.2 0.4
H 0.872 2.030 -3.955 -0.1 -0.1 0.0
H 0.664 0.762 -5.179 -0.3 0.1 -0.1
H -0.695 1.853 -4.769 0.1 -0.2 -0.2
H -0.819 -1.355 -4.464 -0.2 0.2 -0.2
H -2.178 -0.264 -4.053 0.1 -0.1 -0.2
H -1.483 -1.333 -2.818 0.0 0.1 -0.1
C 7.223 2.922 1.777 -0.4 0.0 0.0
C 7.421 1.882 0.707 -0.3 -0.3 -0.2
O 6.477 1.280 0.228 0.4 0.3 0.2
C 8.830 1.615 0.252 -0.1 -0.3 -0.3
H 6.159 3.009 2.005 0.1 0.0 0.0
H 7.753 2.627 2.685 0.1 0.2 -0.1
H 7.586 3.890 1.426 0.2 0.0 0.1
H 9.431 1.261 1.093 0.1 0.2 0.0
H 9.264 2.525 -0.167 0.1 0.0 0.2
H 8.821 0.843 -0.520 0.0 0.1 0.1
C 0.912 -1.609 -8.231 0.1 0.1 0.4
C -0.329 -0.768 -8.098 -0.2 0.3 0.4
O -0.627 -0.243 -7.041 0.1 -0.3 -0.4
C -1.188 -0.601 -9.323 -0.3 0.2 0.2
H 1.433 -1.641 -7.272 -0.1 0.0 -0.1
H 0.642 -2.627 -8.518 0.1 0.1 -0.2
H 1.580 -1.171 -8.977 -0.1 -0.2 -0.1
H -1.551 -1.575 -9.658 0.2 0.0 -0.2
H -0.613 -0.119 -10.117 0.0 -0.2 -0.1
H -2.046 0.028 -9.081 0.1 -0.1 0.0
C 4.168 5.287 -2.506 0.0 0.3 -0.2
C 5.310 4.434 -2.992 0.5 0.2 -0.5
O 6.082 4.836 -3.839 -0.3 -0.1 0.4
C 5.457 3.063 -2.386 0.3 0.0 -0.2
H 4.185 6.245 -3.028 0.0 -0.1 0.1
H 3.218 4.790 -2.716 0.0 0.0 0.2
H 4.270 5.470 -1.434 -0.2 -0.1 0.0
H 4.565 2.468 -2.590 0.0 0.0 0.2
H 5.617 3.147 -1.309 -0.2 -0.1 0.0
H 6.320 2.562 -2.829 -0.1 0.1 0.1
C -6.102 -2.558 3.488 0.2 0.1 0.3
C -7.357 -1.739 3.626 -0.3 0.3 0.5
O -7.663 -1.227 4.687 0.3 -0.1 -0.4
C -8.218 -1.578 2.402 -0.3 0.2 0.2
H -5.582 -2.588 4.449 -0.1 -0.1 -0.1
H -6.353 -3.580 3.194 0.1 0.0 -0.2
H -5.441 -2.102 2.746 -0.1 -0.2 -0.2
H -8.565 -2.555 2.060 0.2 0.0 -0.2
H -7.652 -1.080 1.612 0.0 -0.2 -0.1
H -9.087 -0.965 2.649 0.1 -0.1 0.0
C -5.089 -8.413 2.387 -0.4 -0.1 0.0
C -5.290 -6.992 2.842 -0.7 0.1 0.1
O -6.396 -6.561 3.106 0.5 -0.1 -0.1
C -4.066 -6.122 2.959 -0.1 0.3 0.1
H -6.055 -8.920 2.349 0.1 0.1 0.0
H -4.648 -8.424 1.388 0.2 -0.1 0.1
H -4.444 -8.941 3.091 0.1 0.0 -0.2
H -3.580 -6.031 1.986 0.2 -0.1 0.1
H -3.375 -6.547 3.689 0.1 0.0 -0.2
H -4.364 -5.127 3.297 0.0 -0.1 0.0